# 1
23
Properties=species:S:1:pos:R:3:forces:R:3:lowdin_charge:R:1 method="wB97M-V/def2-TZVPD" e_lumo_ev=0.977 fmax_ev_per_a=2.4 total_charge=0 smiles=CC(C)[C@H](N)CCO de_lowest_kj_mol=113.8 homo_energy_ev=-9.1 orbital_gap_ev=10.0306 e_tot_ha=-367.587967
C 2.094022 -0.407648 1.069073 -0.062 -0.094 -0.048 -0.090
C 1.360831 -0.126647 -0.244948 -0.576 -0.703 -0.035 -0.383
C 1.213420 1.377728 -0.454332 -0.123 -0.024 -0.021 -0.086
C -0.021172 -0.967109 -0.392454 2.230 0.796 0.423 -0.376
N -0.487142 -0.989646 -1.765661 -0.431 0.049 -0.191 0.039
C -1.061480 -0.508002 0.615966 -1.687 0.578 -0.540 -0.130
C -2.162150 0.491707 0.057807 0.400 -0.635 0.707 -0.249
O -2.883054 1.062569 1.149687 -0.232 -0.286 0.177 -0.091
H 3.092811 0.044629 1.057630 -0.162 -0.029 -0.012 0.077
H 1.561265 0.003571 1.931889 0.012 -0.049 -0.059 0.072
H 2.225429 -1.483726 1.223638 -0.041 0.093 0.036 0.076
H 2.011064 -0.503955 -1.046432 -0.163 -0.047 -0.020 0.122
H 0.688487 1.607361 -1.386004 0.003 0.048 0.055 0.066
H 0.675615 1.848625 0.374863 -0.024 -0.049 -0.073 0.082
H 2.198467 1.855622 -0.515518 -0.141 -0.106 0.024 0.079
H 0.241545 -2.001225 -0.136667 0.075 0.145 -0.068 0.130
H 0.163895 -1.494362 -2.364934 -0.178 0.281 0.203 0.078
H -0.607943 -0.046781 -2.132363 0.091 -0.305 0.008 0.065
H -1.601396 -1.387675 0.987517 -0.114 0.061 -0.152 0.111
H -0.648304 -0.062708 1.525387 0.266 0.162 -0.327 0.105
H -1.751627 1.337461 -0.497773 0.215 -0.100 0.145 0.104
H -2.883330 -0.004197 -0.600413 0.372 -0.190 -0.077 0.111
H -3.419252 0.354406 1.544041 0.272 0.404 -0.155 0.089



# 2
15
Properties=species:S:1:pos:R:3:forces:R:3:mulliken_spin:R:1 method="wB97M-V/def2-TZVPD" e_lumo_ev="-4.515 / -5.292" fmax_ev_per_a=2.0 total_charge=+1 de_lowest_kj_mol=32.2 homo_energy_ev="-12.6 / -13.7" multiplicity=2 orbital_gap_ev="8.1174 / 8.4455" s2=0.755 e_tot_ha=-678.232483
O 2.134021 0.191146 -0.999718 -0.067 -0.350 0.038 0.011
C 2.159340 -0.672531 -0.115344 -0.188 0.660 0.446 0.006
O 2.654493 -0.642081 1.011028 0.138 0.024 0.015 0.003
O 1.527177 -1.919289 -0.449035 -1.017 -0.182 -0.781 0.182
Ag 3.571430 1.492723 0.410985 -0.075 -0.137 -0.005 -0.001
C 0.256601 -2.189114 -0.232284 -0.331 0.423 0.777 0.374
C -0.638669 -1.474223 0.640574 1.867 -0.778 0.145 0.296
H -0.077063 -3.102641 -0.726577 0.250 0.074 0.276 0.009
H -0.262775 -0.567450 1.118416 -0.156 -0.122 -0.308 -0.008
H -1.171199 -2.118930 1.342594 -0.520 0.256 -0.640 0.016
H -1.689288 -1.187235 -2.075579 -0.345 -0.182 0.036 -0.012
O -2.167847 -0.673686 -0.161807 -0.375 -0.218 -0.720 0.105
C -2.368120 -0.672849 -1.379419 1.327 0.680 1.001 0.022
O -3.270633 0.119879 -1.858199 -0.420 -0.095 -0.270 -0.006
H -3.291964 0.110234 -2.827084 -0.088 -0.053 -0.013 0.004



# 3
83
Properties=species:S:1:pos:R:3:forces:R:3:mulliken_spin:R:1 method="wB97M-V/def2-TZVPD" e_lumo_ev="-2.703 / -5.542" fmax_ev_per_a=2.9 total_charge=+1 homo_energy_ev="-11.3 / -11.3" multiplicity=6 orbital_gap_ev="8.6333 / 5.8067" s2=8.763 e_tot_ha=-3481.509793
Fe 0.184048 2.227758 -0.963259 -0.138 1.176 1.276 3.788
C 4.020848 3.563858 1.179941 -0.080 -0.177 -0.372 0.001
C 2.972548 3.408458 0.091041 -0.418 1.596 0.231 -0.003
C 3.496948 3.738758 -1.298259 -0.112 -0.425 0.318 0.004
O 2.439848 2.070558 0.048741 -0.265 -0.574 -0.353 -0.037
C 1.734448 4.394758 0.378541 2.631 -1.173 0.400 0.013
O 1.899348 5.334158 1.110841 -0.422 0.506 0.102 0.016
O 0.698248 4.014458 -0.239359 -2.336 -1.012 -1.371 0.090
H 4.936448 3.036058 0.921341 0.083 -0.111 -0.015 0.000
H 3.649548 3.189558 2.132241 -0.058 0.000 0.154 -0.001
H 4.241148 4.620858 1.305041 -0.018 -0.006 0.029 0.001
H 4.313248 3.070758 -1.562559 0.115 -0.085 -0.083 0.002
H 3.858248 4.761458 -1.328459 -0.020 0.119 -0.006 0.000
H 2.689548 3.623658 -2.022659 0.039 0.082 -0.147 -0.006
H 2.149748 1.861458 0.949241 -0.126 -0.003 -0.095 -0.034
C -5.776952 -2.850142 -2.107859 -0.139 -0.001 -0.031 0.000
C -5.126952 -1.542042 -1.789359 0.115 0.071 -0.040 0.000
C -4.530452 -0.791042 -2.798859 -0.034 0.018 0.145 0.000
C -3.836852 0.366358 -2.502259 0.045 0.129 -0.077 0.000
C -3.748452 0.784358 -1.188859 0.423 0.369 -0.147 0.012
C -4.396652 0.098958 -0.177859 -0.082 0.097 0.089 0.000
C -5.088052 -1.060242 -0.483059 0.072 0.209 -0.003 0.001
S -2.627152 2.107358 -0.789859 0.063 -0.749 0.768 0.009
O -1.816352 2.371458 -1.988359 0.570 -0.043 -0.276 0.032
O -3.286952 3.217158 -0.187159 -0.252 0.031 -0.102 0.009
N -1.521752 1.367158 0.187241 0.400 0.337 -2.273 0.038
C -1.202252 1.843758 1.414541 -0.070 0.412 1.815 -0.034
C -2.112652 2.492358 2.270941 0.243 -0.188 -0.096 0.016
C -1.657052 2.994458 3.465641 0.179 -0.143 0.011 -0.004
C -0.322952 2.810258 3.823141 0.012 -0.059 -0.089 0.022
C 0.480848 2.086958 2.969141 0.096 0.188 0.461 0.021
N 0.072248 1.613458 1.793541 -0.599 -0.097 -0.408 -0.020
H -5.304652 -3.304242 -2.975959 -0.035 -0.092 -0.025 0.000
H -6.831552 -2.703542 -2.338359 -0.087 -0.038 -0.029 0.000
H -5.713152 -3.536642 -1.266259 -0.006 -0.047 0.006 0.000
H -4.588952 -1.126042 -3.821759 0.005 -0.093 -0.162 0.000
H -3.327552 0.937858 -3.260759 0.020 -0.013 -0.208 0.001
H -4.340852 0.467358 0.834741 -0.024 -0.046 0.213 -0.001
H -5.591852 -1.601342 0.303341 -0.017 -0.101 0.098 0.000
H -3.133652 2.613958 1.950341 -0.020 0.070 0.112 0.000
H -2.331652 3.509958 4.132441 -0.056 0.084 0.009 0.001
H 0.068748 3.214458 4.741041 0.092 -0.032 0.100 0.002
H 1.506748 1.866858 3.236041 0.130 0.024 0.062 0.001
C 3.967948 -0.953042 -0.551859 -0.273 0.157 -0.115 0.003
C 3.120948 -1.577142 0.538541 -0.436 0.448 0.001 0.127
C 3.539348 -1.054542 1.898341 -0.284 0.081 0.018 0.014
C 3.173348 -3.088842 0.487741 -0.374 -0.021 0.039 0.018
Sb 0.908148 -0.815942 0.178041 0.412 -1.737 -0.149 0.724
C -0.516252 -2.246542 1.356041 0.112 0.433 -0.127 0.064
C -0.166952 -3.707942 1.144941 0.344 0.170 -0.217 0.015
C -0.349552 -1.856742 2.814041 0.226 0.229 -0.089 0.007
C -1.939452 -1.963742 0.912441 0.115 0.198 -0.186 -0.053
C 0.570148 -1.117142 -2.080859 -0.114 0.189 0.395 0.107
C 1.022748 -2.496242 -2.530659 0.163 0.070 0.343 -0.005
C -0.918652 -0.934042 -2.300159 0.051 0.000 0.219 -0.068
C 1.330848 -0.031742 -2.828659 0.136 -0.171 0.329 0.043
H 5.024548 -1.095742 -0.321059 0.094 -0.087 0.095 0.000
H 3.784648 0.117858 -0.620859 0.097 0.077 -0.084 0.006
H 3.781148 -1.420742 -1.515059 0.018 -0.003 -0.151 0.001
H 4.541748 -1.413742 2.136741 0.108 -0.036 -0.035 -0.003
H 2.871048 -1.399542 2.684541 -0.011 -0.003 0.133 -0.001
H 3.563348 0.032958 1.904241 0.055 0.144 0.085 0.004
H 4.212548 -3.413942 0.410241 0.134 0.082 -0.004 0.013
H 2.639948 -3.492642 -0.368059 -0.006 -0.142 -0.101 -0.003
H 2.763948 -3.527142 1.392441 -0.029 -0.097 0.068 0.001
H 0.768248 -3.971942 1.627341 0.070 -0.083 0.014 0.002
H -0.101952 -3.964442 0.090941 -0.013 -0.120 -0.122 -0.008
H -0.948552 -4.329242 1.584541 -0.139 0.036 0.079 0.008
H 0.677248 -1.982342 3.153141 0.082 0.004 0.094 0.000
H -0.980752 -2.494642 3.434541 -0.077 -0.092 -0.001 -0.001
H -0.652152 -0.824642 2.978241 -0.005 0.108 0.109 0.001
H -2.174252 -2.435242 -0.038759 -0.033 0.029 -0.104 0.002
H -2.125752 -0.895342 0.835141 -0.114 0.013 -0.038 0.023
H -2.630352 -2.370342 1.651641 -0.035 -0.109 0.137 -0.003
H 0.497548 -3.283942 -1.993659 -0.021 -0.085 -0.017 -0.003
H 2.092648 -2.636842 -2.401859 0.114 -0.069 -0.009 -0.005
H 0.806748 -2.613642 -3.593759 -0.084 0.023 -0.116 0.016
H -1.483452 -1.779042 -1.913659 -0.115 0.018 0.027 0.004
H -1.132052 -0.850042 -3.366159 0.021 -0.016 -0.166 -0.003
H -1.271652 -0.023142 -1.817159 -0.081 -0.216 -0.142 0.029
H 2.398648 -0.049942 -2.627459 0.045 0.159 0.043 -0.001
H 0.942048 0.972558 -2.590559 0.045 0.101 -0.167 -0.012
H 1.194748 -0.177242 -3.901559 -0.114 0.109 -0.083 -0.003